Entry 1:
Computed, not measured: the molecule C4H6OS2, with the ωB97M-V functional and the def2-TZVPD basis.

Geometry as XYZ:
```
13
C4H6OS2 the ωB97M-V functional and the def2-TZVPD basis
O -3.238 -1.118 -0.387
C -2.152 -0.626 -0.314
S -1.656 1.009 0.109
C 0.158 0.663 0.349
C 0.760 -0.637 0.913
S 2.244 -0.479 -0.275
C 1.104 0.766 -0.882
H -1.225 -1.180 -0.475
H 0.400 1.534 1.080
H 1.185 -0.603 1.937
H 0.285 -1.589 0.642
H 1.546 1.754 -0.880
H 0.588 0.505 -1.815
```

- SMILES: O=CSC1CSC1
- Orbital gap: 9.683 eV
- Strongest force on any atom: 2.2 eV Å⁻¹
- E_tot: -1027.57652 a.u.

Löwdin population analysis, charges in e, atoms 1 to 5:
1. O 0.00
2. C -0.62
3. S 0.96
4. C -0.68
5. C -0.40

Entry 2:
Computed, not measured: a cluster of 3 separate species, C52H63ClN5O8S in total, with the ωB97M-V functional and the def2-TZVPD basis.

Geometry as XYZ:
```
130
C52H63ClN5O8S the ωB97M-V functional and the def2-TZVPD basis
C -3.788 2.927 7.333
O -2.675 2.132 7.725
C -1.560 2.273 6.866
C -1.835 1.789 5.437
C -2.158 0.276 5.449
C -3.205 -0.137 4.413
C -2.833 0.136 2.932
C -4.222 0.169 2.174
C -4.717 1.611 1.995
C -6.230 1.771 2.043
O -6.918 1.084 2.694
N -6.771 2.818 1.216
C -7.181 3.994 2.007
C -7.834 2.338 0.339
C -4.198 -0.668 0.894
C -5.491 -0.591 0.059
C -6.594 -1.360 0.796
N -6.571 -2.592 0.966
N -2.992 -0.422 0.065
O -2.842 0.904 -0.324
C -3.288 1.135 -1.667
C -2.773 2.526 -2.069
N -3.402 3.599 -1.300
C -2.566 4.041 -0.174
C -3.177 5.228 0.575
C -3.073 5.099 2.098
O -2.568 6.446 0.175
C -1.705 -0.905 0.748
N -0.659 -0.038 0.316
C 0.119 -0.501 -0.592
C 0.289 0.158 -1.949
C 0.991 -1.741 -0.338
C -1.787 -0.851 2.343
S -0.091 -0.394 2.902
Cl -2.019 -2.549 2.906
H -4.176 3.450 8.209
H -4.557 2.276 6.902
H -3.485 3.687 6.602
H -0.701 1.755 7.296
H -1.299 3.345 6.856
H -2.645 2.349 4.960
H -0.904 1.921 4.873
H -1.247 -0.321 5.418
H -2.600 0.067 6.432
H -3.569 -1.156 4.555
H -4.081 0.501 4.603
H -2.432 1.154 2.888
H -4.942 -0.326 2.832
H -4.345 2.124 1.107
H -4.330 2.176 2.854
H -8.239 4.228 1.874
H -6.908 3.901 3.060
H -6.647 4.866 1.607
H -8.093 3.169 -0.325
H -8.764 2.077 0.865
H -7.533 1.511 -0.305
H -4.132 -1.715 1.220
H -5.309 -1.160 -0.862
H -5.748 0.446 -0.149
H -7.467 -0.848 1.199
H -5.712 -2.996 0.571
H -3.100 -0.992 -0.783
H -2.885 0.414 -2.391
H -4.380 1.173 -1.704
H -3.055 2.649 -3.116
H -1.683 2.514 -1.924
H -3.443 4.408 -1.914
H -1.591 4.404 -0.543
H -2.342 3.223 0.517
H -4.251 5.281 0.341
H -3.770 4.367 2.508
H -3.331 6.047 2.584
H -2.067 4.839 2.447
H -2.489 7.045 0.925
H -1.503 -1.941 0.466
H -0.539 -0.137 -2.602
H 1.187 -0.242 -2.423
H 0.376 1.242 -1.868
H 0.461 -2.676 -0.534
H 1.364 -1.657 0.685
H 1.861 -1.645 -0.989
H -0.187 0.956 2.919
C 10.107 -4.034 -0.745
C 9.906 -5.373 -0.423
C 8.759 -5.762 0.250
C 7.813 -4.813 0.614
C 8.026 -3.465 0.311
C 9.170 -3.082 -0.379
C 7.048 -2.428 0.734
O 7.226 -1.256 0.467
C 5.845 -2.855 1.500
C 4.948 -1.895 1.951
C 3.816 -2.280 2.649
C 3.569 -3.628 2.894
C 4.464 -4.588 2.452
C 5.608 -4.205 1.762
C 6.578 -5.247 1.320
O 6.363 -6.421 1.536
H 11.000 -3.734 -1.279
H 10.645 -6.114 -0.700
H 8.602 -6.804 0.495
H 9.330 -2.041 -0.625
H 5.137 -0.846 1.758
H 3.120 -1.527 3.003
H 2.679 -3.927 3.433
H 4.275 -5.636 2.646
C 4.189 -1.927 -3.158
C 5.542 -1.608 -3.229
C 6.086 -1.165 -4.423
C 5.282 -1.047 -5.552
C 3.931 -1.389 -5.483
C 3.387 -1.819 -4.280
C 3.063 -1.315 -6.690
O 1.885 -1.608 -6.623
C 3.671 -0.883 -7.976
C 2.892 -0.862 -9.126
C 3.444 -0.449 -10.328
C 4.775 -0.047 -10.384
C 5.558 -0.072 -9.241
C 5.013 -0.498 -8.036
C 5.875 -0.551 -6.825
O 7.036 -0.204 -6.871
H 3.763 -2.268 -2.221
H 6.171 -1.705 -2.353
H 7.136 -0.912 -4.480
H 2.336 -2.073 -4.224
H 1.856 -1.171 -9.084
H 2.837 -0.438 -11.224
H 5.202 0.281 -11.322
H 6.594 0.237 -9.287
```

- Net charge: +1
- Orbital gap: 8.547 eV
- Strongest force on any atom: 3.7 eV Å⁻¹
- E_tot: -3752.98005 a.u.

Löwdin population analysis, charges in e, atoms 1 to 5:
1. C -0.10
2. O -0.19
3. C -0.23
4. C -0.18
5. C -0.20

Entry 3:
Computed, not measured: a structure of composition C20H35CuN5, with the ωB97M-V functional and the def2-TZVPD basis.

Geometry as XYZ:
```
61
C20H35CuN5 the ωB97M-V functional and the def2-TZVPD basis
Cu 1.759 0.892 0.966
C -3.383 1.011 -6.413
C -4.291 0.523 -5.282
C -4.250 1.344 -3.987
C -2.859 1.518 -3.521
N -1.707 1.597 -3.136
H -3.696 1.995 -6.762
H -3.368 0.309 -7.246
H -2.333 1.116 -6.141
H -4.036 -0.502 -5.014
H -5.312 0.390 -5.639
H -4.802 0.814 -3.210
H -4.723 2.313 -4.148
C -0.292 -2.719 7.449
C 0.486 -1.703 8.361
C 1.994 -1.637 8.007
C 2.273 -1.389 6.613
N 2.507 -1.243 5.468
H 0.211 -3.684 7.515
H -0.393 -2.375 6.419
H -1.317 -2.932 7.750
H 0.362 -1.927 9.420
H 0.101 -0.696 8.204
H 2.385 -2.632 8.221
H 2.491 -0.914 8.654
C -0.106 8.119 -0.746
C 1.249 8.817 -1.098
C 2.409 8.316 -0.200
C 2.603 6.831 -0.193
N 2.797 5.689 -0.239
H -0.408 8.413 0.259
H -0.060 7.034 -0.838
H -0.842 8.502 -1.454
H 1.269 9.906 -1.054
H 1.579 8.622 -2.118
H 2.144 8.648 0.804
H 3.330 8.849 -0.432
C 5.890 -4.007 -6.069
C 6.817 -4.649 -5.049
C 7.318 -3.599 -4.045
C 6.316 -2.946 -3.196
N 5.540 -2.470 -2.506
H 5.000 -3.530 -5.660
H 5.557 -4.690 -6.851
H 6.490 -3.261 -6.591
H 7.646 -5.142 -5.556
H 6.333 -5.504 -4.576
H 7.986 -2.874 -4.510
H 7.889 -4.238 -3.371
C -5.953 -3.026 3.947
C -5.502 -4.069 2.920
C -5.008 -3.339 1.638
C -3.631 -2.932 1.643
N -2.542 -2.638 1.619
H -6.282 -3.538 4.851
H -6.794 -2.410 3.627
H -5.149 -2.421 4.366
H -6.284 -4.784 2.665
H -4.703 -4.699 3.310
H -5.604 -2.462 1.386
H -5.099 -3.988 0.768
```

- Net charge: +1
- Orbital gap: 6.483 eV
- Strongest force on any atom: 7.0 eV Å⁻¹
- E_tot: -2696.92722 a.u.

Löwdin population analysis, charges in e, atoms 1 to 5:
1. Cu 0.98
2. C -0.11
3. C -0.26
4. C -0.19
5. C -0.20

Entry 4:
Computed, not measured: a cluster of 2 separate species, C6H10O in total, with the ωB97M-V functional and the def2-TZVPD basis.

Geometry as XYZ:
```
17
C6H10O the ωB97M-V functional and the def2-TZVPD basis
C 0.401 -1.618 0.665
C 1.202 -1.112 -0.276
C 1.893 0.192 -0.282
C 2.211 0.963 0.759
H -0.073 -2.586 0.520
H 0.178 -1.101 1.597
H 1.337 -1.695 -1.186
H 2.157 0.549 -1.275
H 2.010 0.689 1.792
H 2.698 1.921 0.594
C -2.591 0.234 -0.151
C -1.268 0.951 -0.205
O -0.779 1.384 -1.220
H -2.517 -0.669 0.465
H -2.911 -0.021 -1.163
H -3.338 0.890 0.312
H -0.750 1.078 0.770
```

- SMILES: C=CC=C.CC=O
- Orbital gap: 9.866 eV
- Strongest force on any atom: 0.5 eV Å⁻¹
- E_tot: -309.78729 a.u.

Löwdin population analysis, charges in e, atoms 1 to 5:
1. C -0.02
2. C -0.19
3. C -0.21
4. C 0.00
5. H 0.06

Entry 5:
Computed, not measured: a cluster of 2 separate species, CH3NO2S2 in total, with the ωB97M-V functional and the def2-TZVPD basis.

Geometry as XYZ:
```
9
CH3NO2S2 the ωB97M-V functional and the def2-TZVPD basis
C 0.926 -0.939 -0.374
N -1.210 0.618 1.014
O -3.136 -0.364 2.212
O -1.058 -2.291 0.712
S -1.724 -0.427 1.945
S 0.096 -2.324 -0.172
H 1.955 -0.980 -0.771
H 0.665 0.072 0.208
H -1.474 1.086 0.146
```

- Expectation value of S²: 2.009
- Orbital gap (spin up / spin down): 7.826 / 6.984 eV
- Spin multiplicity: 3
- Strongest force on any atom: 8.1 eV Å⁻¹
- E_tot: -1041.29396 a.u.

Löwdin population analysis, charges in e, atoms 1 to 5:
1. C -0.36
2. N -0.33
3. O -0.46
4. O -0.64
5. S 0.82

Entry 6:
Computed, not measured: the molecule C3H7NO, with the ωB97M-V functional and the def2-TZVPD basis.

Geometry as XYZ:
```
12
C3H7NO the ωB97M-V functional and the def2-TZVPD basis
O 0.154 0.838 -1.674
C 0.362 0.756 -0.303
C 0.885 -0.622 0.131
N -0.548 -1.022 0.282
C -0.892 0.386 0.468
H -0.292 0.030 -1.910
H 0.927 1.648 -0.038
H 1.454 -1.148 -0.658
H 1.448 -0.592 1.082
H -0.750 -1.634 1.078
H -1.870 0.661 0.024
H -0.877 0.697 1.518
```

- SMILES: OC1CNC1
- Orbital gap: 10.412 eV
- Strongest force on any atom: 1.5 eV Å⁻¹
- E_tot: -248.45201 a.u.

Löwdin population analysis, charges in e, atoms 1 to 5:
1. O -0.02
2. C -0.38
3. C -0.15
4. N -0.05
5. C -0.18

Entry 7:
Computed, not measured: a cluster of 4 separate species, C5H17NO5 in total, with the ωB97M-V functional and the def2-TZVPD basis.

Geometry as XYZ:
```
28
C5H17NO5 the ωB97M-V functional and the def2-TZVPD basis
C -1.980 0.852 -1.214
C -0.497 0.767 -0.849
C 0.105 -0.520 -1.434
C -0.079 -1.797 -0.597
O 0.583 -2.843 -1.268
N 1.516 -0.368 -1.825
C 2.474 0.095 -1.018
O 2.351 0.501 0.135
H -2.494 1.716 -0.800
H -2.142 0.905 -2.289
H -2.444 -0.086 -0.927
H 0.034 1.629 -1.255
H -0.403 0.818 0.235
H -0.399 -0.640 -2.393
H 0.240 -1.661 0.436
H -1.148 -1.989 -0.536
H 1.194 -3.311 -0.693
H 1.744 -0.546 -2.786
H 3.476 0.225 -1.449
O -1.687 -0.547 3.308
H -2.210 -1.038 2.670
H -0.914 -0.240 2.791
O -0.435 3.247 1.657
H 0.097 2.836 2.349
H -0.395 2.579 0.965
O 0.843 -0.099 2.483
H 1.648 -0.539 2.769
H 0.923 0.053 1.532
```

- SMILES: CC[C@H](CO)NC=O.O.O.O
- Orbital gap: 10.869 eV
- Strongest force on any atom: 1.4 eV Å⁻¹
- E_tot: -631.66101 a.u.

Löwdin population analysis, charges in e, atoms 1 to 5:
1. C -0.08
2. C -0.21
3. C -0.28
4. C -0.20
5. O -0.04

Entry 8:
Computed, not measured: a cluster of 2 separate species, C22H25N3O2PS in total, with the ωB97M-V functional and the def2-TZVPD basis.

Geometry as XYZ:
```
54
C22H25N3O2PS the ωB97M-V functional and the def2-TZVPD basis
C -2.902 -0.440 1.496
C -2.432 0.634 0.386
C -1.004 1.315 0.689
N -0.922 1.739 2.135
C -0.638 3.183 2.268
N -1.183 4.232 1.412
C -0.600 5.527 1.870
C 0.322 5.117 3.055
P 1.416 6.268 4.081
C 3.211 5.762 3.598
C 1.174 6.036 5.944
N 0.280 3.646 3.288
S 1.189 2.780 4.490
H -2.483 -1.492 1.270
H -4.056 -0.550 1.447
H -2.641 -0.147 2.571
H -3.249 1.444 0.277
H -2.375 0.060 -0.616
H -0.169 0.526 0.510
H -0.809 2.154 -0.067
H -0.057 1.287 2.494
H -1.837 4.113 0.615
H -0.761 6.577 1.428
H 3.951 5.872 4.464
H 3.470 6.373 2.666
H 3.172 4.639 3.334
H 0.457 6.810 6.425
H 0.794 5.006 6.268
H 2.203 6.181 6.461
H 0.326 2.370 5.516
C 1.268 -3.275 0.209
C 1.429 -2.025 -0.385
C 1.123 -1.848 -1.730
C 0.666 -2.926 -2.490
C 0.529 -4.183 -1.902
C 0.820 -4.353 -0.547
C 0.093 -5.346 -2.709
O -0.031 -6.443 -2.194
C -0.182 -5.155 -4.150
C -0.538 -6.253 -4.936
C -0.811 -6.081 -6.289
C -0.739 -4.812 -6.861
C -0.379 -3.717 -6.083
C -0.090 -3.888 -4.727
C 0.326 -2.724 -3.916
O 0.394 -1.612 -4.416
H 1.498 -3.410 1.261
H 1.791 -1.186 0.202
H 1.245 -0.870 -2.186
H 0.702 -5.326 -0.080
H -0.600 -7.244 -4.497
H -1.083 -6.937 -6.900
H -0.959 -4.678 -7.915
H -0.319 -2.732 -6.535
```

- Net charge: +1
- Orbital gap: 7.867 eV
- Strongest force on any atom: 6.1 eV Å⁻¹
- E_tot: -1907.24757 a.u.

Löwdin population analysis, charges in e, atoms 1 to 5:
1. C -0.13
2. C -0.23
3. C -0.20
4. N 0.04
5. C -0.19

Entry 9:
Computed, not measured: the molecule C3H7N3O2, with the ωB97M-V functional and the def2-TZVPD basis.

Geometry as XYZ:
```
15
C3H7N3O2 the ωB97M-V functional and the def2-TZVPD basis
N -2.471 -1.204 -0.183
N -2.140 0.178 -0.237
C -0.912 0.504 0.028
N -0.466 1.740 0.300
C 0.160 -0.428 0.507
C 1.620 -0.194 -0.009
O 1.942 0.863 -0.480
O 2.351 -1.289 0.069
H -3.079 -1.330 -1.157
H -3.294 -1.444 0.634
H -1.196 2.529 0.175
H 0.349 2.052 -0.273
H -0.186 -1.549 0.415
H 0.317 -0.025 1.641
H 3.075 -1.112 -0.467
```

- SMILES: N/N=C(/N)CC(=O)O
- Orbital gap: 9.121 eV
- Strongest force on any atom: 6.0 eV Å⁻¹
- E_tot: -433.18500 a.u.

Löwdin population analysis, charges in e, atoms 1 to 5:
1. N -0.12
2. N -0.07
3. C -0.49
4. N 0.08
5. C -0.04

Entry 10:
Computed, not measured: a structure of composition C35H29N4O4Sn, with the ωB97M-V functional and the def2-TZVPD basis.

Geometry as XYZ:
```
73
C35H29N4O4Sn the ωB97M-V functional and the def2-TZVPD basis
Sn -2.754 -2.502 -2.227
O 1.112 -1.859 -4.162
C -0.024 -1.834 -3.748
N -0.561 -2.600 -2.729
C 0.304 -3.258 -1.889
O 1.506 -3.099 -1.792
C -0.354 -4.227 -0.931
C 0.420 -5.125 -0.214
C -0.214 -5.963 0.689
C -1.588 -5.866 0.856
C -2.282 -4.940 0.097
N -1.672 -4.144 -0.777
C -1.005 -0.880 -4.396
C -0.584 -0.057 -5.427
C -1.503 0.807 -5.994
C -2.804 0.825 -5.512
C -3.141 -0.035 -4.483
N -2.254 -0.864 -3.940
H 1.487 -5.147 -0.379
H 0.356 -6.685 1.260
H -2.116 -6.497 1.556
H -3.356 -4.828 0.185
H 0.441 -0.126 -5.763
H -1.210 1.463 -6.804
H -3.550 1.489 -5.927
H -4.147 -0.072 -4.081
N -2.161 -1.126 -0.739
C -1.657 0.000 -0.505
C -2.090 1.288 -1.144
C -1.190 2.099 -1.832
C -1.620 3.273 -2.434
C -2.950 3.658 -2.334
C -3.852 2.852 -1.655
C -3.427 1.666 -1.074
C -0.577 0.138 0.558
C -0.261 1.311 1.110
C 0.806 1.601 2.151
C 2.182 -0.498 1.897
C 1.531 -1.179 0.968
C 0.029 -1.157 1.043
H -0.152 1.797 -1.914
H -0.917 3.886 -2.984
H -3.285 4.581 -2.790
H -4.890 3.149 -1.574
H -4.126 1.030 -0.545
H -0.798 2.189 0.771
H 0.347 2.222 2.933
H 3.263 -0.463 1.966
H 2.012 -1.749 0.183
H -0.439 -1.974 0.504
C 4.074 3.774 4.312
C 3.138 2.794 3.686
C 2.728 1.720 4.498
C 2.104 0.560 4.129
C 2.242 -0.620 5.027
C 1.336 0.328 2.859
C 1.929 2.413 1.547
C 1.924 2.667 0.082
C 2.913 2.962 2.301
C 0.033 -0.421 3.266
O -0.522 -0.175 4.299
O -0.397 -1.348 2.423
H 3.968 3.805 5.394
H 3.937 4.770 3.892
H 5.100 3.468 4.084
H 3.153 1.724 5.496
H 3.124 -0.550 5.658
H 2.272 -1.544 4.446
H 1.354 -0.680 5.661
H 1.007 3.173 -0.229
H 1.929 1.703 -0.436
H 2.784 3.253 -0.229
H 3.590 3.650 1.806
```

- Net charge: +1
- Orbital gap: 4.984 eV
- Strongest force on any atom: 0.6 eV Å⁻¹
- E_tot: -2085.19177 a.u.

Löwdin population analysis, charges in e, atoms 1 to 5:
1. Sn 1.11
2. O 0.11
3. C -0.43
4. N 0.00
5. C -0.45

Entry 11:
Computed, not measured: a structure of composition C22H35HgO11, with the ωB97M-V functional and the def2-TZVPD basis.

Geometry as XYZ:
```
69
C22H35HgO11 the ωB97M-V functional and the def2-TZVPD basis
Hg -0.185 1.057 -0.309
C 0.383 5.067 0.722
C -0.586 4.033 0.109
O -0.100 3.258 -0.961
H 1.401 4.664 0.710
H 0.235 5.326 1.772
H 0.364 5.951 0.086
H -1.451 4.619 -0.230
H -0.984 3.384 0.899
O 0.686 1.124 1.752
C 1.543 1.217 2.599
O 1.895 0.259 3.455
C 3.000 0.698 4.304
C 3.623 1.838 3.472
C 2.386 2.412 2.858
H 3.694 -0.140 4.329
H 2.637 0.903 5.309
H 4.283 1.377 2.734
H 4.272 2.532 4.003
H 2.537 3.029 1.974
H 1.850 3.030 3.586
O 1.990 0.253 -0.960
C 2.718 -0.103 -1.848
O 3.335 0.822 -2.600
C 3.982 0.291 -3.766
C 3.815 -1.231 -3.617
C 3.095 -1.492 -2.287
H 5.033 0.567 -3.694
H 3.530 0.727 -4.653
H 4.788 -1.719 -3.690
H 3.303 -1.618 -4.499
H 3.734 -2.034 -1.591
H 2.324 -2.216 -2.549
O -2.145 0.743 1.117
C -2.568 0.294 2.143
O -3.489 -0.711 2.155
C -4.253 -0.770 3.345
C -3.349 -0.058 4.397
C -2.489 0.868 3.528
H -4.274 -1.785 3.739
H -5.226 -0.309 3.197
H -2.691 -0.739 4.936
H -3.919 0.467 5.163
H -1.518 1.125 3.942
H -2.943 1.846 3.324
O -0.153 -1.398 -0.346
C -0.358 -2.511 0.075
O -0.822 -2.701 1.302
C -1.174 -4.032 1.626
C -0.745 -4.825 0.381
C 0.004 -3.855 -0.551
H -2.260 -4.104 1.616
H -0.675 -4.407 2.514
H -1.666 -5.173 -0.088
H -0.189 -5.722 0.650
H -0.350 -3.872 -1.580
H 1.082 -4.002 -0.529
O -0.834 0.369 -2.343
C -1.606 0.117 -3.238
O -2.624 0.929 -3.539
C -3.102 0.706 -4.876
C -2.755 -0.787 -5.024
C -1.398 -0.899 -4.355
H -2.476 1.312 -5.530
H -4.171 0.857 -4.985
H -2.784 -1.012 -6.091
H -3.509 -1.370 -4.496
H -0.608 -0.620 -5.055
H -1.094 -1.859 -3.943
```

- Net charge: +1
- Orbital gap: 7.923 eV
- Strongest force on any atom: 2.5 eV Å⁻¹
- E_tot: -1840.09746 a.u.

Löwdin population analysis, charges in e, atoms 1 to 5:
1. Hg 1.23
2. C -0.10
3. C -0.47
4. O -0.35
5. H 0.05